w.
10
Properties=species:S:1:pos:R:3 method="wB97M-V/def2-TZVPD" smiles="[H]/N=C(/N)C(=O)S" gap_ev=9.6
C 0.99588 -0.28598 0.09638
C -0.28134 0.56148 0.16222
H 2.94566 -0.14569 -0.24821
H 2.15031 1.40967 -0.49025
H 0.25642 -1.87322 0.88154
H -1.22034 -1.45644 -0.67334
N 2.03693 0.34626 -0.46501
N 1.09125 -1.57751 0.33313
O -0.21722 1.75295 0.34622
S -1.78617 -0.31201 -0.17925

x.
10
Properties=species:S:1:pos:R:3 method="wB97M-V/def2-TZVPD" gap_ev="7.3 / 7.3"
C -1.72587 -1.63909 -2.18972
C 1.18104 0.68516 -0.00640
N -1.29345 -1.08451 -1.27282
N -0.67217 -0.60792 1.63637
O -1.41220 1.58203 0.45473
S -0.58326 0.42099 0.43003
H 1.46647 1.67270 -0.34623
H 1.89567 0.34082 0.85634
H 1.32514 -0.02633 -0.72176
H -0.18136 -1.34385 1.15947

Least stable: x

w.
10
Properties=species:S:1:pos:R:3 method="wB97M-V/def2-TZVPD" smiles="C=CNSN=O" gap_ev="7.8 / 7.8"
C 1.03016 0.33453 -0.19570
C 0.77876 -0.92447 0.21846
N 0.13849 1.36917 0.17173
N -1.48785 -0.51143 -0.00033
O -2.36484 -1.39502 -0.08726
S -1.58931 1.07944 -0.04816
H 1.83498 0.65066 -0.86428
H 1.23814 -1.77625 -0.02544
H -0.01509 -1.10134 0.99752
H 0.43656 2.27472 -0.16653

x.
10
Properties=species:S:1:pos:R:3 method="wB97M-V/def2-TZVPD" gap_ev=9.0
C 0.86291 -0.66378 0.09817
C 0.17685 0.58908 -0.68873
N -0.16406 -1.51683 1.12792
N -1.06095 -0.67653 1.02069
O -2.33632 0.77169 -0.44638
S -1.28625 0.77488 0.37740
H 1.79791 -1.23412 -0.14149
H 1.27509 0.05947 0.87706
H 0.93260 1.31761 -0.49045
H -0.19780 0.57853 -1.73419

y.
10
Properties=species:S:1:pos:R:3 method="wB97M-V/def2-TZVPD" gap_ev=8.3
C -0.51989 0.32513 -0.18692
C 1.83876 0.34533 -0.02131
H -2.42939 1.01005 0.61546
H -1.19958 2.22562 0.56706
H 0.29557 2.17128 -0.25090
H 2.92332 0.82541 -0.16490
N -1.50089 1.21360 0.40135
N 0.64511 0.95146 -0.57922
O 1.72820 -0.77380 0.50581
S -0.95865 -1.20126 -0.14492

Least stable: x

w.
8
Properties=species:S:1:pos:R:3 method="wB97M-V/def2-TZVPD" gap_ev="8.4 / 8.4"
C 0.23830 0.04079 0.86357
N 0.80671 -1.19587 0.16770
N 0.79864 -0.96709 -1.07213
N 0.15999 0.03760 -1.50771
C -0.54342 0.53070 -0.36893
N -1.04533 -0.30681 0.68977
H 0.70275 0.42590 1.76929
H -1.11763 1.43479 -0.54155

x.
8
Properties=species:S:1:pos:R:3 method="wB97M-V/def2-TZVPD" gap_ev="9.0 / 9.0"
C 0.42553 -1.18763 -0.63334
N -0.65755 -1.05431 -1.16090
N -1.72980 0.59676 -0.55574
N -1.22091 1.26130 0.21270
C 0.41005 0.83253 0.85668
N 0.98784 -0.14340 0.47517
H 1.20295 -1.93694 -0.74309
H 0.58189 1.63169 1.54852

y.
8
Properties=species:S:1:pos:R:3 method="wB97M-V/def2-TZVPD" gap_ev=11.1
C 0.19675 1.09155 0.55371
N 0.84874 0.26701 1.28610
N 1.02487 -0.55723 0.12323
N 0.00485 -1.56434 0.03395
C -0.65984 -0.76728 -0.71704
N 0.18657 0.39132 -0.69877
H -0.09138 2.11270 0.76370
H -1.51433 -0.97375 -1.34711

Least stable: w

w.
19
Properties=species:S:1:pos:R:3 method="wB97M-V/def2-TZVPD" gap_ev=9.5
C -1.45175 -0.14603 1.57145
C -1.07366 1.13788 0.82363
C -0.92633 0.88695 -0.67946
C 1.46054 0.48746 -0.61054
H -2.14320 -0.74952 1.00434
H -1.86217 0.08751 2.56996
H -0.54304 -0.78273 1.64095
H -1.79977 1.93892 0.97798
H -0.06561 1.46389 1.17914
H -1.85285 0.45085 -1.10465
H -0.71341 1.84318 -1.20001
H 0.10869 -2.00944 -2.22116
H 1.58504 1.57901 -0.83577
H 1.27874 -1.76586 0.20441
H 2.93966 -1.89619 0.49782
N 0.17504 -0.04425 -0.90529
N 2.45327 -0.21358 -0.28305
N 2.21998 -1.55676 -0.07693
S 0.21084 -0.71128 -2.55283

x.
19
Properties=species:S:1:pos:R:3 method="wB97M-V/def2-TZVPD" gap_ev=9.2
C -0.80929 1.76840 -0.80050
C 0.34233 1.74752 0.22573
C 1.40025 0.63757 -0.09201
C 0.28915 -1.17709 1.12419
H -0.66779 2.53723 -1.54759
H -1.74948 1.96805 -0.27348
H -0.86622 0.75344 -1.24880
H 0.87437 2.69028 0.24157
H 0.01646 1.49377 1.25710
H 1.91389 0.69857 -1.04619
H 2.16071 0.61215 0.71668
H 0.32091 -2.65394 -1.32062
H 0.98424 -1.05157 1.97727
H -1.62658 -1.23131 -0.29410
H -2.52773 -2.23957 0.64847
N 0.82685 -0.70127 -0.09310
N -0.75051 -1.86525 1.34841
N -1.61056 -2.03458 0.25569
S 1.47901 -1.95239 -1.07875

y.
19
Properties=species:S:1:pos:R:3 method="wB97M-V/def2-TZVPD" gap_ev=9.5
C -1.09344 -1.71091 0.58973
C 0.29434 -0.06914 -0.61826
C 1.51148 -0.52290 0.18429
C -0.28539 1.21506 -0.12866
H -1.96243 -2.37649 0.51920
H -1.28165 -0.95293 1.35419
H -0.19848 -2.21930 0.94052
H -0.54137 -1.76989 -1.38435
H 0.65005 0.09864 -1.65270
H 1.65415 -1.62460 0.15770
H 1.28704 -0.11328 1.18904
H 2.98495 1.44216 0.06164
H -2.12672 0.86329 -1.03241
H -1.96504 2.38008 -0.21373
H -0.12460 2.80163 0.89879
N -0.77153 -1.07210 -0.69943
N -1.50191 1.61177 -0.64618
N 0.34485 1.89775 0.77197
S 3.12570 0.12116 -0.29135

z.
19
Properties=species:S:1:pos:R:3 method="wB97M-V/def2-TZVPD" gap_ev=9.5
C 0.54949 0.35665 1.42371
C 0.20146 -0.51954 0.22287
C 1.05479 -0.37070 -0.92745
C -2.05504 1.07023 -0.26867
H 0.70913 1.43918 1.22465
H -0.28208 0.16626 2.14236
H 1.46015 0.01699 1.84422
H 0.09195 -1.58430 0.68950
H 0.89652 0.65329 -1.44070
H 0.82712 -1.12430 -1.76150
H 2.59010 -1.42965 -0.23346
H 2.64657 0.30092 0.09652
H -2.11541 -2.19338 -1.20929
H -3.09047 0.72052 -0.10739
H -0.66860 2.22302 -0.45923
N 2.49168 -0.45367 -0.60175
N -1.29804 -0.06752 -0.05515
N -1.65204 2.23724 -0.55134
S -2.35728 -1.44126 -0.02792

Least stable: z

w.
22
Properties=species:S:1:pos:R:3 method="wB97M-V/def2-TZVPD" smiles="C=C(NC)/C(N)=C(/C)N" gap_ev=7.8
C -0.46669 -0.81059 -2.05621
C -1.86562 1.19927 1.26777
N 0.43537 -1.30348 -1.02818
C 0.41320 0.54408 0.48600
C 1.22620 -0.36783 -0.31447
C -0.82514 0.17100 0.88573
N 0.88106 1.87404 0.65553
N -1.15488 -1.13334 1.25889
C 2.55976 -0.43167 -0.30508
H 1.02481 -2.04821 -1.38367
H 1.77338 2.03648 0.21175
H 0.91393 2.16167 1.62828
H -2.14272 -1.35342 1.19169
H -0.52804 -1.82433 0.85880
H -1.09772 -0.03084 -1.64454
H -1.09012 -1.64619 -2.39688
H 0.06882 -0.40717 -2.91774
H -1.78193 1.46849 2.31985
H -1.72323 2.10235 0.67791
H -2.87122 0.80227 1.11343
H 3.14772 0.16033 0.37762
H 3.10305 -1.16290 -0.88647

x.
22
Properties=species:S:1:pos:R:3 method="wB97M-V/def2-TZVPD" gap_ev="8.4 / 8.4"
C 0.79801 -0.47667 -0.09363
C -0.96457 0.87823 -0.45620
C 0.65734 -0.80151 1.35862
C -1.92918 -0.24444 -0.73749
C -1.25782 1.70086 0.76735
N 1.06972 0.77658 -0.50571
N 0.78174 -1.53417 -0.96127
C 3.16361 0.13221 -0.35751
N 3.91000 -0.52650 0.24877
H 1.32618 0.87593 -1.48338
H -0.84177 1.50222 -1.33808
H 1.28244 -1.38302 -1.82712
H 0.69812 -2.45204 -0.55063
H 0.49917 0.08636 1.96217
H -0.12335 -1.54024 1.54703
H 1.61939 -1.23368 1.65980
H -2.07692 -0.89121 0.12928
H -1.63612 -0.84342 -1.59861
H -2.90510 0.19799 -0.97609
H -2.15461 2.30333 0.57545
H -0.44625 2.38993 0.99613
H -1.47000 1.08327 1.64111

Least stable: x

w.
14
Properties=species:S:1:pos:R:3 method="wB97M-V/def2-TZVPD" charge=+1 smiles="C/[NH+]=C/C1=C(N)O1" gap_ev="8.5 / 8.5"
C 0.38285 0.57997 -0.05524
C -0.88530 0.21417 0.06567
C -2.20402 -0.08524 0.09432
C 2.76340 -0.31850 -0.00081
N -3.37174 0.40674 -0.12896
N 1.31244 -0.38940 0.01052
O -1.50377 -1.18595 0.21671
H 0.64840 1.56318 -0.11424
H 2.98142 0.68667 0.09052
H 3.28069 -0.96697 0.79835
H 3.22684 -0.52528 -0.91852
H -3.54817 1.31195 -0.53952
H -4.16421 0.06061 0.38833
H 1.08118 -1.35195 0.09288

x.
14
Properties=species:S:1:pos:R:3 method="wB97M-V/def2-TZVPD" charge=+1 gap_ev=9.8
C -1.23273 0.70842 0.01562
C -2.58368 0.85653 0.13252
C -2.18485 -1.21832 -0.15397
C 3.29317 -0.07313 0.37499
N -0.96909 -0.66001 -0.06990
N 2.55280 0.41895 -0.51261
O -3.10556 -0.40391 -0.04997
H -0.35215 1.39322 -0.10690
H -3.30753 1.61666 0.22759
H -2.37492 -2.26224 -0.11613
H 3.00719 -0.93254 0.83674
H -0.01359 -1.03780 -0.40592
H 4.33846 0.39490 0.68352
H 2.93246 1.19926 -0.85557

y.
14
Properties=species:S:1:pos:R:3 method="wB97M-V/def2-TZVPD" charge=+1 gap_ev="7.7 / 8.1"
C 0.81921 -0.46585 0.98813
C 1.13605 -1.71178 0.41546
C -0.41390 0.30393 0.60880
C -0.65353 2.07838 -1.05328
N -0.40410 0.86755 -0.78885
N 0.26557 -2.64919 0.01595
O -0.80835 -2.48783 -0.51291
H 1.36249 0.15857 1.63449
H 2.13935 -1.93872 0.65997
H -1.31363 -0.41315 0.52328
H -0.56146 1.09675 1.18958
H -0.29174 0.21275 -1.49616
H -0.63893 2.61535 -0.10219
H -0.63704 2.33325 -2.08228

z.
14
Properties=species:S:1:pos:R:3 method="wB97M-V/def2-TZVPD" charge=+1 gap_ev=10.7
C -1.48345 -0.18925 0.03837
C -0.77721 1.16341 0.23658
C -0.42571 -1.24816 -0.14865
C 0.98644 -0.50483 0.00303
N 2.22460 -0.60281 0.22672
N 0.60365 0.95245 -0.22439
O -2.65628 -0.35640 0.04483
H -1.28644 1.96151 -0.30542
H -0.80180 1.39597 1.30486
H -0.49034 -1.69964 -1.14043
H -0.52242 -2.05282 0.58042
H 2.65303 -1.50693 0.38786
H 0.67053 1.13479 -1.23544
H 1.30540 1.55271 0.23165

Least stable: y

w.
11
Properties=species:S:1:pos:R:3 method="wB97M-V/def2-TZVPD" smiles=CN(C)C#N gap_ev=10.0
C 2.14641 -0.00105 0.02581
C 0.10882 -1.23072 0.03427
C 0.11089 1.23058 0.03438
N 3.29154 -0.00009 -0.06635
N 0.84572 -0.00083 0.20668
H -0.69536 -1.27295 0.77267
H -0.33144 -1.30026 -0.96798
H 0.77498 -2.07792 0.18589
H -0.31938 1.30627 -0.97169
H -0.70058 1.26831 0.76501
H 0.77549 2.07672 0.19808

x.
11
Properties=species:S:1:pos:R:3 method="wB97M-V/def2-TZVPD" smiles="C=C/C=N/N" gap_ev=9.6
C -0.23403 -0.11998 0.04399
C 0.62454 -0.16779 -1.15748
C 0.23542 -0.50468 -2.38720
H -1.35188 -0.24404 2.12710
H -0.12629 0.55827 3.02192
H -1.27261 -0.41799 -0.00031
H 1.71551 -0.05641 -0.93055
H 0.92895 -0.63372 -3.18657
H -0.79729 -0.73288 -2.71911
N -0.64395 0.48405 2.13873
N 0.23652 0.41329 1.10293

Least stable: x

w.
11
Properties=species:S:1:pos:R:3 method="wB97M-V/def2-TZVPD" gap_ev=11.4
C 0.60892 0.11323 -1.16475
C 0.26305 -0.38657 1.16135
C -0.70221 0.59599 0.60638
H -0.73107 -0.96424 -0.85819
H 1.23772 0.57054 -1.78870
H 1.18087 -0.07181 1.89160
H 0.21401 -1.43867 0.74117
H -1.43848 0.11841 -0.18698
H -1.10009 1.48012 1.06715
N -0.22363 -0.66636 -1.61045
N 0.69092 0.64937 0.14143

x.
11
Properties=species:S:1:pos:R:3 method="wB97M-V/def2-TZVPD" smiles=C#CNNC gap_ev=10.2
C 2.21045 0.58787 0.11915
C 1.47896 -0.34330 0.00104
C -1.26698 0.44973 -0.05504
N 0.31166 -1.38695 -0.18031
N -0.88236 -0.85939 0.34842
H 3.05620 1.26966 -0.09707
H -1.50672 0.62886 -1.11478
H -2.20831 0.70007 0.53096
H -0.48733 1.41146 0.30195
H 0.28359 -1.36025 -1.17608
H -0.98915 -1.09776 1.32178

y.
11
Properties=species:S:1:pos:R:3 method="wB97M-V/def2-TZVPD" gap_ev=9.6
C -0.33823 0.66701 0.94244
C -1.31389 -0.22195 0.20834
C 0.26094 -0.38822 0.13746
N 1.79157 -0.27258 -1.60030
N 0.80036 0.12129 -0.94086
H -0.18653 1.59229 0.57993
H -0.19681 0.65846 2.01526
H -1.87041 -0.83005 0.88321
H -1.95358 0.01535 -0.64500
H 1.10637 -1.74977 0.83470
H 1.90022 0.40817 -2.41519

z.
11
Properties=species:S:1:pos:R:3 method="wB97M-V/def2-TZVPD" smiles=CNCC#N gap_ev=10.8
C 1.06843 -0.79156 0.13243
C -0.51736 0.94867 0.19069
C -1.72277 0.08721 0.02148
H 1.66339 -0.54651 1.05785
H 0.21186 -1.50861 0.27883
H 1.75911 -1.32303 -0.64360
H 0.49775 0.35366 -1.44052
H -0.74841 1.97824 -0.19598
H -0.26507 0.99525 1.26092
N 0.65186 0.46144 -0.47565
N -2.59878 -0.65475 -0.18645

Least stable: y

w.
9
Properties=species:S:1:pos:R:3 method="wB97M-V/def2-TZVPD" gap_ev="8.0 / 7.9"
C -0.35851 0.09392 0.34652
C 0.43136 0.30165 -0.94591
N -1.15942 -1.03796 -0.11423
S -0.36094 -1.22761 -1.57156
H 0.27679 -0.11758 1.20514
H -1.02651 0.92000 0.61888
H 0.13274 1.17370 -1.52301
H 1.51420 0.23305 -0.87921
H -0.86101 -2.42049 1.04512

x.
9
Properties=species:S:1:pos:R:3 method="wB97M-V/def2-TZVPD" smiles="C=NSC" gap_ev="9.0 / 8.1"
C -1.93511 -1.35735 0.35533
C 1.59198 1.04738 -0.30148
N -0.26201 -0.62867 0.23807
S -0.16551 0.96722 0.06860
H -1.98314 -2.42827 0.42334
H -2.86737 -0.79384 0.55600
H 1.65255 0.01784 -0.54317
H 2.32948 1.47125 0.34934
H 1.63913 1.70443 -1.14601

Least stable: x

w.
8
Properties=species:S:1:pos:R:3 method="wB97M-V/def2-TZVPD" gap_ev=7.7
N -1.13499 0.14739 0.36534
P -1.24740 1.56202 1.09417
P 0.06518 -0.76059 -0.27914
Cl 1.61964 0.61616 1.13656
Cl -0.61647 2.99257 -0.12375
Cl -1.03501 -1.97137 -1.43139
Cl 1.47462 -0.34783 -1.58738
Cl 0.87443 -2.23834 0.82560

x.
8
Properties=species:S:1:pos:R:3 method="wB97M-V/def2-TZVPD" gap_ev=8.7
N 0.39807 0.61986 0.92346
P 1.85171 0.97542 0.58184
P -0.79414 -0.36383 0.15051
Cl 0.81815 -1.91529 0.33324
Cl 2.27271 1.52396 -1.26487
Cl -1.85289 1.32095 -0.18537
Cl -0.63828 -0.72324 -1.79189
Cl -2.05533 -1.43783 1.25308

Least stable: x

w.
24
Properties=species:S:1:pos:R:3 method="wB97M-V/def2-TZVPD" charge=+1 gap_ev=3.6
O 1.15291 -1.65093 0.24274
C 4.09015 0.79448 -0.32261
C 3.79303 -0.47436 -0.62389
N -0.71241 -0.03073 -0.79294
C -1.10327 0.90981 0.17737
C -1.54157 2.23476 -0.53048
H 1.20782 -2.58723 0.50727
H 3.35300 1.38989 0.19551
H 5.08190 1.15988 -0.56946
H 2.82498 -0.84009 -0.27804
H 4.51568 -1.14591 -1.06642
H -1.50059 -0.41261 -1.32419
H -0.04148 -0.67466 -0.34154
H -0.29373 1.05930 0.87819
H -1.98197 0.50495 0.73361
H -1.77608 3.04216 0.14566
H -2.43111 2.08701 -1.14881
H -0.71794 2.42336 -1.21662
H -4.32174 -1.67517 0.11131
H -4.83052 -0.84845 -1.03497
O -4.02013 -1.03950 -0.54828
H -0.48682 -1.65610 3.01113
H 0.21842 -1.43978 1.58793
O -0.47856 -1.13009 2.20754

x.
24
Properties=species:S:1:pos:R:3 method="wB97M-V/def2-TZVPD" charge=+1 gap_ev=8.5
C 0.45515 3.54827 -1.55484
C 1.51821 2.44188 -1.59713
C 1.29533 1.31430 -2.61767
C 2.07217 -0.90597 -2.06913
N 1.20329 0.01348 -1.95572
H 0.13038 3.80667 -0.55313
H -0.46187 3.22207 -2.05687
H 0.80923 4.46207 -2.02517
H 1.63158 2.03576 -0.59250
H 2.49322 2.89791 -1.75096
H 2.06553 1.30611 -3.35434
H 0.37872 1.53506 -3.16880
H 2.95647 -0.78360 -2.66938
H 1.82182 -1.80806 -1.52751
H 0.31283 -0.17075 -1.48245
H -0.53234 -4.41344 5.26865
H 0.94018 -4.90916 5.01288
O 0.39030 -4.29818 5.50475
H -4.03320 1.02367 2.76001
H -3.92797 0.47341 4.27200
O -4.09810 0.26898 3.35110
H -1.74775 -1.06983 -0.06613
H -2.00416 -1.98282 -1.35991
O -1.36953 -1.47115 -0.85412

Least stable: w

w.
12
Properties=species:S:1:pos:R:3 method="wB97M-V/def2-TZVPD" smiles="NC(=O)[C@H]1CN1" gap_ev=10.7
N -0.96515 -0.71420 -1.33128
C 0.28184 -0.93594 -0.81579
O 1.04633 -1.78081 -1.24174
C 0.69267 -0.04569 0.32385
C 0.13588 1.30403 0.58109
N -0.30216 0.16702 1.37609
H -1.31220 -1.42674 -1.95749
H -1.64481 -0.24311 -0.75315
H 1.72499 -0.22558 0.60952
H -0.61059 1.71769 -0.09387
H 0.80024 2.04547 1.01826
H 0.15297 0.13784 2.28452

x.
12
Properties=species:S:1:pos:R:3 method="wB97M-V/def2-TZVPD" smiles=N#C[C@H](O)CN gap_ev=11.0
N 0.48507 0.74228 0.93540
C 0.68583 -0.53083 0.24906
C -0.46773 -0.74096 -0.74177
O -1.69780 -0.92237 -0.09909
C -0.49046 0.48941 -1.57871
N -0.43035 1.56831 -1.99186
H 1.29466 0.95825 1.50660
H 0.41354 1.49980 0.25451
H 1.64206 -0.62414 -0.28950
H 0.62378 -1.34679 0.97797
H -0.28931 -1.62397 -1.36218
H -1.74146 -0.24288 0.59266

Least stable: x